{
  "formula": "C17H58BrFInO15",
  "method": "ωB97M-V with the def2-TZVPD basis set",
  "elements": ["O", "C", "F", "C", "In", "C", "C", "O", "Br", "H", "H", "H", "H", "H", "H", "C", "O", "H", "H", "H", "H", "C", "O", "H", "H", "H", "H", "C", "O", "H", "H", "H", "H", "C", "O", "H", "H", "H", "H", "C", "O", "H", "H", "H", "H", "C", "O", "H", "H", "H", "H", "C", "O", "H", "H", "H", "H", "C", "O", "H", "H", "H", "H", "C", "O", "H", "H", "H", "H", "C", "O", "H", "H", "H", "H", "C", "O", "H", "H", "H", "H", "C", "O", "H", "H", "H", "H", "C", "O", "H", "H", "H", "H"],
  "coordinates": [[6.650, -2.885, -0.763], [6.256, -1.773, -0.606], [5.672, -1.499, 0.631], [6.215, -0.623, -1.463], [4.171, -0.550, -2.487], [2.727, -0.304, -0.764], [1.559, -1.167, -0.643], [0.413, -0.906, -0.414], [1.970, -3.106, -0.852], [6.283, 0.307, -0.903], [6.978, -0.699, -2.235], [3.999, -2.080, -3.311], [4.098, 0.835, -3.558], [3.340, -0.432, 0.134], [2.344, 0.720, -0.813], [-3.084, 0.076, -0.701], [-3.242, -0.355, 0.646], [-4.046, 0.452, -1.045], [-2.340, 0.871, -0.771], [-2.775, -0.750, -1.347], [-2.377, -0.666, 0.959], [-2.148, -1.732, 3.531], [-1.338, -1.617, 2.371], [-2.330, -0.728, 3.906], [-3.116, -2.175, 3.278], [-1.659, -2.318, 4.314], [-1.145, -2.495, 2.028], [2.544, -5.598, -4.086], [3.267, -5.629, -2.868], [2.571, -4.567, -4.432], [2.995, -6.241, -4.849], [1.499, -5.894, -3.948], [3.263, -6.528, -2.523], [3.586, 2.136, 2.298], [4.377, 1.779, 1.172], [2.596, 1.718, 2.132], [3.982, 1.716, 3.224], [3.496, 3.222, 2.407], [5.267, 2.117, 1.302], [-2.659, 1.007, -4.754], [-1.840, 0.967, -3.597], [-2.789, 2.055, -5.014], [-2.196, 0.495, -5.603], [-3.646, 0.572, -4.574], [-1.708, 0.046, -3.351], [3.020, 1.042, 6.754], [2.981, 0.770, 5.359], [2.651, 2.057, 6.883], [2.388, 0.363, 7.328], [4.040, 0.987, 7.147], [3.303, -0.125, 5.214], [2.241, 1.089, 10.934], [3.070, 0.697, 9.850], [1.264, 0.642, 10.758], [2.620, 0.727, 11.893], [2.121, 2.174, 10.986], [3.941, 1.081, 9.981], [-5.641, 3.379, -4.870], [-5.940, 2.000, -5.062], [-5.497, 3.815, -5.856], [-6.465, 3.902, -4.378], [-4.727, 3.514, -4.285], [-6.069, 1.603, -4.196], [-8.884, 4.444, -6.552], [-8.295, 5.575, -5.922], [-8.125, 3.992, -7.185], [-9.208, 3.701, -5.819], [-9.738, 4.724, -7.176], [-8.958, 5.975, -5.353], [5.841, -6.160, -0.923], [5.816, -6.822, -2.188], [6.271, -6.863, -0.210], [6.447, -5.254, -0.941], [4.837, -5.882, -0.589], [5.420, -6.196, -2.808], [-5.039, -4.069, 1.636], [-5.421, -2.737, 1.942], [-5.499, -4.723, 2.375], [-5.384, -4.367, 0.642], [-3.953, -4.195, 1.682], [-4.994, -2.147, 1.308], [1.110, 3.605, -0.344], [1.946, 3.214, -1.420], [0.138, 3.146, -0.511], [1.493, 3.259, 0.619], [0.979, 4.692, -0.309], [2.824, 3.577, -1.274], [-2.943, 3.839, 0.195], [-2.139, 3.741, 1.364], [-3.041, 4.893, -0.059], [-2.480, 3.307, -0.640], [-3.940, 3.429, 0.379], [-2.063, 2.806, 1.581]],
  "atomic_forces_ev_per_a": [[0.2, -0.4, -0.2], [-0.2, 0.2, 0.3], [0.0, 0.1, 0.0], [0.1, 0.2, 0.0], [-0.1, -0.2, -0.1], [-0.3, 0.2, -0.1], [-0.4, 0.4, 0.4], [0.3, 0.0, -0.4], [0.1, -0.3, 0.1], [0.0, 0.0, 0.0], [-0.1, 0.0, 0.0], [0.0, 0.0, 0.0], [0.1, 0.1, 0.1], [0.1, -0.1, -0.2], [0.1, 0.0, 0.2], [0.1, 0.0, 0.2], [0.0, -0.1, -0.2], [0.0, 0.0, 0.0], [0.0, 0.0, -0.1], [0.0, 0.0, 0.0], [-0.1, -0.1, 0.2], [-0.3, -0.1, -0.1], [0.1, 0.1, 0.0], [0.1, 0.0, 0.0], [0.0, 0.0, 0.2], [0.0, 0.0, 0.0], [0.1, 0.1, 0.0], [0.0, 0.1, 0.0], [0.0, -0.2, 0.0], [0.0, 0.0, 0.0], [0.0, 0.0, 0.0], [0.0, 0.0, 0.0], [0.0, 0.0, 0.0], [0.1, -0.1, 0.0], [0.0, 0.2, -0.1], [0.0, 0.0, 0.0], [0.0, 0.0, 0.0], [0.0, 0.0, 0.0], [0.0, -0.1, 0.0], [0.1, 0.0, 0.1], [-0.1, 0.0, 0.0], [0.0, 0.0, 0.0], [0.0, 0.0, 0.0], [0.0, 0.0, 0.0], [0.1, 0.1, 0.0], [0.0, 0.0, -0.2], [0.0, 0.0, 0.1], [0.0, 0.0, 0.0], [0.0, 0.0, 0.0], [0.0, 0.0, 0.0], [0.0, 0.0, -0.1], [0.0, 0.0, 0.0], [0.0, 0.0, 0.1], [0.0, 0.0, 0.0], [0.0, 0.0, 0.0], [0.0, 0.0, 0.0], [0.0, 0.0, 0.0], [0.0, -0.1, 0.1], [-0.1, 0.1, 0.0], [0.0, 0.0, 0.0], [0.0, 0.1, 0.0], [0.0, 0.0, 0.0], [0.0, 0.0, 0.0], [0.0, 0.0, 0.1], [-0.1, 0.0, 0.0], [0.0, 0.0, 0.0], [0.0, 0.0, 0.0], [0.0, 0.0, 0.0], [0.1, 0.0, 0.0], [0.1, 0.0, 0.0], [0.0, 0.1, 0.0], [0.0, 0.0, 0.0], [0.0, 0.0, 0.0], [0.0, 0.0, 0.0], [0.0, 0.0, 0.0], [0.0, 0.2, -0.1], [0.0, -0.1, -0.1], [0.0, 0.0, 0.0], [0.0, -0.1, 0.0], [0.0, -0.1, 0.0], [0.1, 0.1, 0.1], [0.1, 0.0, 0.0], [-0.1, 0.1, 0.0], [0.0, 0.0, 0.0], [0.0, 0.0, 0.0], [0.0, 0.0, 0.0], [0.0, -0.1, 0.0], [0.1, -0.2, 0.2], [0.0, 0.0, 0.0], [0.1, 0.0, 0.0], [-0.1, 0.1, -0.1], [0.0, 0.0, -0.1], [0.1, 0.0, 0.0]],
  "energy_ev": -127211.0229,
  "e_homo_ev": -5.575,
  "total_charge": -1,
  "orbital_gap_ev": 7.481
}